Density functional theory data (ωB97M-V/def2-TZVPD) for C5H5NS in the gas phase.

Cartesian coordinates (Å):
C 1.52633 -2.46407 0.40732
C 0.71780 -1.56834 0.21797
C -0.13866 -0.37726 0.06905
N -1.33918 -0.32545 0.67767
C 0.33951 0.63816 -0.63834
C -0.15518 1.94597 -0.74863
S -1.64435 2.68722 -0.22955
H 2.38735 -3.19515 0.62020
H -1.91664 0.55072 0.67691
H -1.67106 -1.10530 1.11363
H 1.37281 0.56838 -0.99683
H 0.52126 2.64512 -1.16942

Energy relative to the best compared isomer or geometry (same formula, charge and spin) in kJ/mol: 245.7
HOMO in eV: -8.5



Density functional theory data (ωB97M-V/def2-TZVPD) for 2 unconnected molecules or ions with the total composition C3H9N2S.

Cartesian coordinates (Å):
C 1.34324 0.04834 -0.18934
C 2.52432 -0.48987 0.75099
C 0.28251 -0.75709 1.77742
N -2.11564 1.06057 -0.64288
N 0.15006 -0.17971 0.56397
S 1.86320 -1.34611 2.20400
H 1.42684 1.05863 -0.54051
H 1.32408 -0.56793 -1.14699
H 3.05961 -1.14473 0.08482
H 3.19081 0.26476 1.15306
H -0.55702 -0.85222 2.51975
H -2.50069 0.26539 -1.12424
H -2.82167 1.64086 -0.23579
H -0.79229 0.36768 0.28140
H -1.78851 1.66413 -1.44683

Total charge: +1
Energy relative to the best compared isomer or geometry (same formula, charge and spin) in kJ/mol: 42.4
HOMO in eV: -13.9



Density functional theory data (ωB97M-V/def2-TZVPD) for C5H8O2 in the gas phase.

Cartesian coordinates (Å):
C -1.77993 0.18347 -0.84940
C -0.82891 0.59150 0.24496
O -1.17090 1.22843 1.21801
C 0.94993 0.75022 -0.24980
C 1.73361 -0.29634 0.40028
C 0.39051 -1.13400 0.77643
O 0.05725 -2.10224 0.09730
H -1.29074 -0.48593 -1.55706
H -2.15856 1.07986 -1.34337
H -2.61886 -0.35756 -0.40472
H 1.09342 1.75946 0.12961
H 0.88290 0.65598 -1.33198
H 2.26306 0.01407 1.29911
H 2.30515 -0.94121 -0.26371
H 0.17207 -0.94573 1.83433

Energy relative to the best compared isomer or geometry (same formula, charge and spin) in kJ/mol: 275.3
HOMO in eV: -8.9



Density functional theory data (ωB97M-V/def2-TZVPD) for a molecular structure, C4H8FNO.

Cartesian coordinates (Å):
C -0.71594 -0.29193 -0.14924
C -0.71688 1.25770 -0.78866
C 0.75534 0.19395 0.34094
C 1.13708 -0.02773 1.72094
H -1.63468 -0.58568 -2.58523
H -0.90928 -2.26180 -0.84989
H -1.42936 -0.52942 0.74713
H -1.84940 2.14520 -0.80539
H -0.13894 0.95679 -2.03265
H 1.46130 -0.12857 -0.43794
H 0.25184 -0.35855 2.47008
H 1.96845 0.63536 2.12301
N -0.70685 -1.13778 -1.25233
O 0.52248 1.49095 0.01636
F 2.00485 -1.35849 1.48287

Energy relative to the best compared isomer or geometry (same formula, charge and spin) in kJ/mol: 888.2
HOMO in eV: -9.2



Density functional theory data (ωB97M-V/def2-TZVPD) for a molecular structure, C44H77N11O4PV2.

Cartesian coordinates (Å):
V -16.95711 5.15407 -14.99257
V -18.37886 6.69965 -11.40627
P -17.42230 7.18625 -13.83543
O -18.21048 6.84590 -15.13917
O -17.71170 5.80989 -13.13401
O -17.92258 8.14667 -12.72226
O -15.94998 6.77695 -14.11941
C -17.88564 0.01398 -16.91615
C -16.44801 0.03203 -16.24795
C -16.34326 -0.51968 -14.83864
C -16.69933 -1.95898 -14.67446
N -17.01319 -3.06183 -14.56034
H -17.87208 0.37895 -17.94315
H -18.62005 0.67005 -16.44891
H -18.32876 -0.97815 -17.00225
H -16.20471 1.09279 -16.18706
H -15.67971 -0.44869 -16.85351
H -17.07261 0.09769 -14.31424
H -15.34077 -0.34812 -14.44661
C -11.71538 2.84671 -14.59327
C -12.56116 1.59555 -14.18939
C -13.66710 2.02069 -13.16330
C -14.74903 2.79107 -13.74641
N -15.58357 3.44901 -14.22221
H -11.43883 3.50106 -13.76657
H -12.24656 3.50791 -15.27795
H -10.78804 2.53908 -15.07649
H -11.89585 0.93275 -13.63609
H -13.03796 1.04775 -15.00221
H -13.22843 2.55393 -12.31990
H -14.10078 1.10473 -12.76200
C -10.92271 6.34580 -17.01416
C -11.61646 6.65369 -15.71294
C -13.02765 7.33728 -15.99636
C -14.08316 6.38847 -16.39100
N -14.91233 5.62403 -16.66790
H -10.72989 7.26027 -17.57511
H -11.42134 5.73405 -17.76598
H -9.98889 5.85457 -16.74068
H -10.94180 7.28050 -15.12981
H -11.81630 5.71820 -15.19043
H -12.98679 8.14230 -16.73009
H -13.41955 7.70203 -15.04690
C -12.67955 6.04056 -12.10403
C -12.74809 7.48104 -11.51018
C -14.12299 8.13962 -11.67680
C -15.25492 7.47741 -11.03377
N -16.10966 6.90963 -10.52460
H -13.50727 5.40735 -11.78460
H -11.72785 5.54596 -11.90976
H -12.84545 6.06114 -13.18113
H -12.00286 8.17256 -11.90328
H -12.47059 7.42722 -10.45747
H -14.41874 8.25073 -12.72002
H -14.07550 9.12120 -11.20527
C -20.74531 1.97502 -17.84436
C -20.47345 3.02699 -18.91529
C -19.01556 3.29973 -19.28410
C -18.17061 3.80147 -18.17629
N -17.48819 4.17258 -17.26818
H -20.28784 1.04020 -18.16829
H -21.81144 1.86123 -17.64812
H -20.36680 2.25316 -16.86075
H -20.96238 3.93922 -18.57341
H -21.06471 2.69153 -19.76733
H -18.90969 3.96337 -20.14229
H -18.63258 2.31215 -19.54125
C -22.03652 1.46719 -13.66375
C -21.11149 1.96308 -12.48092
C -20.56636 3.39322 -12.65883
C -19.58586 3.54302 -13.72222
N -18.82398 3.60295 -14.62431
H -22.38113 0.44671 -13.49653
H -21.52461 1.51174 -14.62504
H -22.88810 2.14360 -13.73703
H -20.31131 1.22787 -12.39550
H -21.76703 1.85483 -11.61683
H -20.08255 3.71993 -11.73835
H -21.31350 4.15141 -12.89338
C -22.32458 5.29069 -16.24007
C -21.65565 6.71588 -16.31401
C -21.06487 7.10596 -14.98376
C -22.00076 7.33736 -13.89130
N -22.70115 7.57276 -13.01532
H -22.79891 5.09249 -17.20123
H -23.10373 5.23242 -15.48004
H -21.59339 4.52412 -15.98347
H -22.29616 7.52166 -16.67253
H -20.88187 6.63341 -17.07728
H -20.45068 8.00011 -15.09038
H -20.42025 6.26870 -14.71626
C -12.79254 0.88982 -17.91537
C -13.84671 2.06152 -17.92345
C -13.19910 3.35328 -18.44558
C -12.47943 3.12186 -19.73187
N -11.92479 2.97722 -20.75311
H -11.86320 1.14727 -17.40730
H -12.41702 0.65208 -18.91065
H -13.19711 0.03256 -17.37730
H -14.31550 2.20134 -16.94939
H -14.72652 1.84742 -18.53023
H -12.49273 3.69719 -17.69002
H -13.96539 4.12304 -18.53711
C -16.42237 8.80719 -19.75737
C -17.40385 7.81808 -19.17754
C -17.81421 8.03058 -17.65962
C -18.20485 9.36354 -17.30617
N -18.52554 10.43053 -17.02990
H -16.43137 8.72586 -20.84430
H -15.41553 8.58804 -19.40195
H -16.66158 9.85215 -19.56003
H -17.05721 6.79045 -19.28676
H -18.33307 7.82959 -19.74722
H -16.99184 7.80165 -16.98183
H -18.68090 7.41724 -17.41315
C -16.27680 2.29765 -8.34413
C -16.35109 3.35863 -9.44439
C -17.27493 2.93694 -10.56765
C -16.87137 1.72034 -11.25228
N -16.46302 0.74690 -11.70531
H -15.91077 2.78685 -7.44147
H -15.65476 1.46198 -8.66474
H -17.25471 1.90061 -8.07180
H -15.37917 3.65709 -9.83732
H -16.74149 4.26754 -8.98660
H -17.37964 3.74939 -11.28674
H -18.26220 2.70561 -10.16777
C -15.97846 12.79287 -15.09808
C -15.78836 11.71169 -14.01033
C -16.01303 10.25689 -14.51195
C -15.41988 9.96874 -15.83118
N -14.98026 9.77961 -16.84875
H -15.18282 12.79173 -15.84309
H -16.06998 13.79052 -14.66864
H -16.92527 12.65129 -15.61925
H -16.36138 11.90072 -13.10258
H -14.73467 11.74297 -13.73308
H -17.08338 10.14596 -14.68560
H -15.77408 9.48464 -13.78076

Spin multiplicity: 7
Total charge: +1
Energy relative to the best compared isomer or geometry (same formula, charge and spin) in kJ/mol: 0.0
HOMO (alpha / beta) in eV: -10.2 / -12.1



Density functional theory data (ωB97M-V/def2-TZVPD) for C4H7FO in the gas phase.

Cartesian coordinates (Å):
C -1.77762 -0.56244 -0.41843
C -0.66954 -0.88695 0.23529
C 0.59649 -0.22590 -0.11899
C 0.62822 1.22591 0.31850
O 1.69443 -1.02249 0.27104
F 0.68415 -0.12284 -1.55920
H -2.77250 -1.03373 -0.37837
H -1.81041 0.10617 -1.23141
H -0.74263 -1.69140 0.93328
H 1.58772 1.67141 0.18729
H -0.17097 1.66938 -0.02581
H 0.23840 1.32637 1.30987
H 2.51427 -0.45348 0.47695

Energy relative to the best compared isomer or geometry (same formula, charge and spin) in kJ/mol: 120.7
HOMO in eV: -10.3



The records above yield strongest force on any atom values of 0.0699; 0.0802; 0.1053; 0.0973; 0.0989; 0.1107 hartree/bohr, respectively.